Record 1
The following is a quantum chemistry calculation of 3 unconnected molecules or ions with the total composition C5H15NO2 at a distorted geometry, from OMol25.

```
23
C5H15NO2, DFT the ωB97M-V functional and the def2-TZVPD basis
H 1.4522 -0.6244 1.7208
O 1.5478 2.4049 -1.7839
H 1.8755 -2.1984 1.3038
C -0.8266 0.6353 1.7873
H 1.9421 3.2743 -1.6990
H 2.0384 -1.3503 -0.9350
H 2.2045 1.7639 -1.4860
C 1.2344 -1.3886 0.9643
H -1.5334 1.4698 1.6857
C -2.1619 -0.5760 0.0632
C -1.1247 -0.5090 0.8807
H -0.9877 0.3213 2.7859
H 0.7297 -0.3921 -0.7397
H 0.0857 1.1748 1.6668
H -2.9094 0.1926 -0.1095
H -0.4583 -2.0139 2.1660
H -2.2570 -1.4038 -0.6295
C -0.2597 -1.7204 1.1325
H -1.2907 1.5948 -3.2667
O -0.5235 1.0511 -3.0901
N 1.5714 -0.7414 -0.2877
H -0.4598 -2.5720 0.4805
H 0.1111 1.6074 -2.6104
```

HOMO = -9.0 eV
calculated total energy = -11012.6237 eV
lowest unoccupied orbital energy = 0.7 eV
Kohn-Sham gap = 9.7 eV

Mulliken population analysis, charges in e, atoms 1 to 6: number 1, H, carries 0.267; number 2, O, carries -0.684; number 3, H, carries 0.407; number 4, C, carries -1.391; number 5, H, carries 0.294; number 6, H, carries 0.227



Record 2
The following is a quantum chemistry calculation of 2 unconnected molecules or ions with the total composition C4H8O, from OMol25.

```
13
C4H8O, DFT the ωB97M-V functional and the def2-TZVPD basis
H -1.8436 1.1003 0.2247
H 0.1666 -2.0897 2.5639
C -0.1130 2.0903 -1.2568
H 0.5664 2.7969 -0.7677
C 0.0359 0.6410 -1.0272
O 0.8208 -0.3847 -1.3583
H 1.3616 -1.8015 1.2736
C -0.9773 1.1593 -0.4119
H -0.2957 -2.3650 0.8745
H -0.0291 -0.6945 1.4692
C 0.3035 -1.7343 1.5403
H -0.4858 2.4566 -2.2196
H 0.4898 -1.1746 -0.9048
```

HOMO = -8.8 eV
calculated total energy = -6322.2697 eV
lowest unoccupied orbital energy = 0.8 eV
Kohn-Sham gap = 9.6 eV

Mulliken population analysis, charges in e, atoms 1 to 6: number 1, H, carries 0.374; number 2, H, carries 0.298; number 3, C, carries -0.619; number 4, H, carries 0.179; number 5, C, carries 0.249; number 6, O, carries -0.470



Record 3
The following is a quantum chemistry calculation of 2 unconnected molecules or ions with the total composition C9H14O at a distorted geometry, from OMol25.

```
24
C9H14O, DFT the ωB97M-V functional and the def2-TZVPD basis
H -2.8440 -0.8126 0.5136
C 0.6248 0.5695 -2.5177
H 3.0685 -1.7846 1.9145
C -2.3693 -0.0282 -0.0737
H 2.3971 -0.6497 0.6575
H 1.4977 -0.0541 2.8791
C -1.5481 2.2877 -0.0538
H 1.1772 -0.3650 -2.3393
H -2.7288 1.2356 1.4665
H -1.4908 -1.1597 -1.6882
H 0.8523 -1.7287 3.1528
C -0.6122 0.7288 -1.6531
C 1.1860 -0.9896 2.4123
H 1.2091 1.4684 -2.4178
H -1.7093 3.3165 0.2746
C -0.8041 2.0822 -1.1659
C -2.2978 1.2295 0.4669
C 2.1752 -1.4483 1.3747
H 0.2418 0.2833 -3.5036
H 2.1323 -3.3040 0.5210
H 0.1927 -0.8798 1.9586
C -1.4616 -0.2173 -1.1583
H -0.4316 2.8494 -1.8446
O 1.5430 -2.6292 0.8238
```

HOMO = -8.7 eV
calculated total energy = -11605.8968 eV
lowest unoccupied orbital energy = 0.9 eV
Kohn-Sham gap = 9.6 eV

Mulliken population analysis, charges in e, atoms 1 to 6: number 1, H, carries 0.384; number 2, C, carries -1.443; number 3, H, carries 0.300; number 4, C, carries -0.637; number 5, H, carries 0.217; number 6, H, carries 0.339



Record 4
The following is a quantum chemistry calculation of a molecular structure, C30H46F5NO3PSi3Ti, from OMol25.

```
90
C30H46F5NO3PSi3Ti, DFT the ωB97M-V functional and the def2-TZVPD basis
C 4.4074 -0.9408 -1.2384
H -3.4071 -3.6227 1.9718
H -5.4600 0.8896 -0.1284
C -2.1405 3.1101 0.4516
H -4.2578 -1.1937 -0.5949
C 2.2217 -3.4042 -2.4154
H -1.4611 0.8057 2.9928
C 3.7278 0.2624 1.3748
H -4.1377 1.5129 0.8447
H 3.2923 -3.2132 -2.3599
C 0.6601 -4.3088 0.4099
C 1.6281 -0.5875 -3.4097
C -1.8831 3.0603 -1.8632
H -3.3773 6.4786 -2.6512
F 1.7448 5.2418 1.1646
H 1.2192 -3.3702 3.1888
C -1.9156 3.4615 -3.1809
C -0.5756 -2.3449 -2.5203
C 1.1902 -2.4103 2.6639
C 1.4984 2.5401 3.5479
H 2.0017 -3.7213 -3.4391
H 1.9235 -1.7574 3.1380
H -0.6039 -2.5588 -3.5923
H 3.8416 1.7893 -2.3144
C -2.6035 -0.9647 2.4139
H 1.4032 -1.0461 -4.3775
H 0.1999 -1.9790 2.8288
H 4.6744 -0.2644 1.5221
F 0.8675 3.2999 -0.4189
H -1.5307 2.8383 -3.9770
H 4.1243 -2.5327 1.2714
H 1.9939 -4.2396 -1.7610
H -1.9514 -1.7131 2.8776
H -3.6231 -1.3349 2.5358
H 3.0787 0.0384 2.2214
H 1.0230 0.3131 -3.3259
H -2.5263 5.0724 -4.4597
H 3.7784 -3.6695 -0.0461
H 0.2644 -4.3686 -0.5973
H -2.6396 0.2619 4.1779
H -2.5820 -2.8246 -0.8810
H -3.7450 -4.4939 0.4851
H 3.5414 2.7703 -0.8584
C -4.6250 0.6055 0.5129
C -2.4346 -2.8037 0.2016
C 1.1064 2.9942 0.8753
O 2.3253 1.0925 -1.0906
C -2.9565 5.5110 -2.4127
H -3.3330 0.1609 -1.1713
H 2.6701 -0.2886 -3.4222
F 0.8337 0.3263 3.2311
C 3.0703 2.1738 -1.6433
H -3.1624 1.1235 2.7315
H -3.2758 5.7171 -0.2761
H 2.3940 2.8079 -2.2093
H -0.8947 -3.2487 -2.0020
P -2.2288 -1.0285 0.6203
C -2.3674 3.8562 -0.8341
Ti 0.0507 0.2519 -0.0141
H 1.3580 -5.1414 0.5310
H 5.2468 -0.2448 -1.1411
C 1.7420 3.8007 3.0270
H 3.9530 1.3326 1.4032
C -2.4568 0.3847 3.1103
Si 1.1913 -1.8662 -2.1061
H -0.1577 -4.4951 1.1094
C 1.5389 4.0304 1.6765
C -3.5982 -3.5009 0.9080
F 2.1518 4.7852 3.8109
Si 2.9912 -0.2030 -0.2803
F 1.6730 2.3075 4.8436
C -3.6934 -0.3195 -0.2626
C 1.0751 1.5396 2.6940
N -1.5855 1.8440 0.1038
H 3.4651 -4.1255 1.6248
H 4.7379 -1.8878 -0.8061
H -1.4965 -3.3276 0.3939
O -0.7087 0.8665 -1.6905
C 1.3708 -1.2333 -0.2557
C 3.4234 -3.2963 0.9128
C -1.3776 1.8631 -1.1933
H 4.2176 -1.0884 -2.2955
C -2.9086 5.0937 -1.0803
Si 1.6261 -2.7524 0.8877
H -5.0405 0.1115 1.3901
C -2.4722 4.7134 -3.4410
H -1.3036 -1.5505 -2.3400
H -4.5361 -2.9565 0.7932
O -2.3708 3.4756 1.5669
C 0.8874 1.7081 1.3365
```

charge = +1
HOMO = -11.9 eV
calculated total energy = -109112.2895 eV
lowest unoccupied orbital energy = -4.2 eV
Kohn-Sham gap = 7.7 eV

Mulliken population analysis, charges in e, atoms 1 to 6: number 1, C, carries -1.185; number 2, H, carries 0.360; number 3, H, carries 0.440; number 4, C, carries -0.761; number 5, H, carries 0.992; number 6, C, carries -1.204